Density functional theory data (ωB97M-V/def2-TZVPD) for a structure of composition C10H22O2PbSi.

```
36
Properties=species:S:1:pos:R:3:mulliken_charge:R:1
C 3.17 -2.15 0.03 -1.0594
C 2.16 -1.21 0.11 0.2999
C 1.90 -0.29 -1.00 -0.6564
C 0.56 0.40 -0.91 -0.1756
O -0.43 -0.62 -0.89 -0.2852
C -1.56 -0.41 -1.74 -0.4502
C -2.81 -1.03 -1.12 -0.5879
O -2.54 -2.25 -0.48 -0.4036
C -2.41 -2.16 0.92 -0.4400
Si 0.30 1.67 0.52 0.3003
C 1.28 3.22 0.07 -1.1883
C 0.82 1.00 2.21 -1.1852
C -1.49 2.17 0.65 -1.0876
H 3.23 -2.75 -0.86 0.1794
H 3.95 -2.24 0.78 0.4192
H 1.58 -1.19 1.03 0.3071
H 2.71 0.43 -1.08 0.2970
H 1.92 -0.90 -1.92 0.4831
H 0.46 0.99 -1.83 0.6967
H -1.77 0.65 -1.91 0.3370
H -1.37 -0.90 -2.69 0.3267
H -3.51 -1.19 -1.93 0.3999
H -3.27 -0.30 -0.46 0.2790
H -2.68 -3.12 1.36 0.2790
H -1.37 -1.94 1.18 0.0575
H -3.06 -1.40 1.35 0.2832
H 2.03 2.96 -0.68 0.3577
H 1.81 3.59 0.94 0.3690
H 0.62 3.96 -0.36 0.3320
H 1.88 1.12 2.36 0.3353
H 0.30 1.56 2.98 0.4366
H 0.50 -0.04 2.33 0.3745
H -1.86 2.61 -0.28 0.3623
H -1.52 2.94 1.42 0.4125
H -2.13 1.37 0.99 0.2596
Pb 2.61 -4.53 -1.08 1.3346
```

Total charge = +2
Frontier orbital gap = 0.122 Eh
Highest occupied orbital energy = -14.6 eV
LUMO = -11.25 eV
DFT total energy = -27924.6646 eV